# 1
{
  "formula": "C17H18N2O4",
  "method": "ωB97M-V/def2-TZVPD",
  "elements": ["H", "H", "H", "O", "H", "C", "O", "H", "C", "H", "H", "C", "H", "H", "C", "C", "C", "H", "O", "H", "O", "H", "C", "C", "H", "H", "C", "C", "N", "C", "H", "C", "C", "N", "C", "H", "H", "C", "C", "C", "H"],
  "coordinates": [[5.99555, -0.41674, -0.86954], [-0.88489, 3.09886, -0.85667], [-5.12211, 4.46367, -2.17187], [2.72140, -3.58202, -0.55690], [4.24188, 0.89315, 0.24993], [1.80539, -4.47144, -0.20451], [-0.78062, 0.79411, 1.71706], [5.88828, -1.00634, -2.45535], [-4.14413, 1.06177, -0.66374], [2.07295, -5.29879, -1.04218], [-0.15491, 2.31556, 0.35405], [-4.93615, 3.50753, -1.79834], [-4.00669, 0.13604, -0.26945], [0.99129, -2.79063, 1.59373], [3.45014, -0.02916, 0.30898], [5.29228, -0.61739, -1.66452], [1.81186, -0.72432, 1.77852], [-6.67294, 2.50520, -2.57509], [4.24341, -1.56816, -1.29673], [4.90301, 0.12543, -1.96563], [-1.35443, -1.28801, 2.00641], [0.75285, -1.30934, 3.57192], [1.91348, -1.88759, 1.20749], [-3.26534, 2.10962, -0.42470], [-6.21554, 0.29234, -1.45801], [1.95181, -4.96023, 1.03779], [-3.79359, 3.03749, -1.16714], [2.59023, 0.21024, 1.14327], [-1.00024, 2.53105, -0.22940], [0.67518, -0.60725, 2.78479], [0.80415, -4.38228, -0.28912], [-2.04264, 1.86053, 0.24575], [3.34591, -1.28514, -0.23229], [-2.25187, 0.85599, 1.04709], [-5.68244, 2.54772, -2.07931], [0.78154, 0.35859, 3.54038], [-2.91823, 4.17652, -1.10225], [-0.55455, -0.42707, 2.27550], [-5.55389, 1.10450, -1.30631], [2.59931, -2.40135, 0.08589], [2.50325, 1.06734, 1.73052]],
  "atomic_forces_ev_per_a": [[-0.02, 0.05, 0.61], [0.33, 7.62, -8.59], [0.42, 1.49, -0.32], [0.65, 3.64, 0.53], [-1.64, -3.03, -1.06], [2.84, -7.87, 1.68], [-1.57, 0.45, -0.05], [0.12, -0.97, -0.67], [-7.30, -1.79, -1.41], [-0.87, 0.96, 2.48], [-0.95, 0.46, -1.12], [4.04, 1.77, 0.89], [0.90, -2.61, 1.27], [2.83, 2.67, -0.75], [7.17, 1.36, -5.44], [3.56, -9.88, 4.51], [-1.65, 0.88, 0.28], [0.80, 0.90, -0.12], [0.75, 0.14, -0.07], [-5.19, 10.36, -3.84], [-0.10, -1.04, 1.17], [-0.19, -1.54, 0.09], [-5.41, -10.84, -0.23], [-3.71, -2.80, -2.13], [-0.26, -0.63, -0.06], [-0.13, 1.33, -3.70], [5.66, 11.33, 0.45], [-7.02, 3.59, 9.64], [2.39, -8.55, 11.45], [6.59, 4.08, 5.22], [-3.30, 1.72, -0.39], [-1.16, -0.46, -1.14], [5.26, -2.04, -5.48], [4.61, 1.34, 1.72], [-8.22, -11.08, 0.90], [0.39, -1.64, -2.02], [-2.26, -2.88, -0.18], [-6.62, -0.07, -5.36], [7.03, 6.33, -0.77], [0.80, 4.87, 1.84], [0.43, 2.36, 0.19]],
  "lumo_energy_ev": 0.57,
  "gap_ev": 8.875
}

=====

# 2
{
  "formula": "C17H18N2O4S",
  "method": "ωB97M-V/def2-TZVPD",
  "elements": ["H", "C", "C", "N", "O", "H", "H", "H", "H", "O", "C", "S", "C", "C", "H", "C", "N", "C", "H", "H", "H", "H", "O", "H", "C", "C", "C", "C", "H", "H", "H", "C", "O", "H", "C", "C", "C", "H", "C", "C", "H", "H"],
  "coordinates": [[-1.77774, 1.51981, -0.71765], [-0.12972, 0.14278, -0.89803], [-1.79357, -5.49627, -2.07984], [-1.03350, 1.10252, 1.21495], [3.07797, 4.33149, 1.21794], [-0.24192, -1.51114, 1.24503], [-0.89900, -6.61846, -3.71988], [-2.84106, 0.13128, 0.93262], [-2.13698, -0.27254, 2.49441], [-2.15754, -0.38515, -2.83738], [0.97823, 2.42787, 1.92979], [-2.17908, -1.39781, -1.78508], [1.73505, 3.06574, 2.87686], [4.13402, 5.23170, 1.29066], [-0.82235, -2.35080, -4.15903], [-1.75648, -3.06429, -2.35493], [-0.91293, -1.07052, -0.65241], [-1.11775, -5.60743, -3.32296], [-2.05551, -6.44627, -1.59388], [3.63437, 4.45422, 4.45073], [-2.65116, -4.04181, -0.68708], [-0.23413, 2.23292, -0.43191], [-0.11076, 0.91569, 3.26870], [-0.05425, -4.64680, -4.87793], [2.79214, 3.99434, 2.49133], [-1.90723, -0.07788, 1.43334], [-0.68099, -4.47512, -4.02345], [-1.21701, -1.29766, 0.77917], [5.37665, 5.97396, 2.95179], [1.51513, 2.82268, 3.92244], [-1.87295, -2.20644, 0.93501], [-0.84054, 1.35802, -0.23246], [-3.42613, -1.42349, -0.99490], [1.16859, 2.73804, 0.90193], [4.53769, 5.38088, 2.60561], [-0.09224, 1.45044, 2.17964], [-2.10072, -4.21371, -1.62106], [-0.02584, 0.28924, -1.98229], [3.63246, 4.57298, 3.39273], [-1.04091, -3.23325, -3.53076], [0.87318, 0.02515, -0.47415], [4.65452, 5.67510, 0.46239]],
  "atomic_forces_ev_per_a": [[-0.85, 0.02, -0.16], [-0.68, 0.51, 0.04], [0.47, 0.20, -1.45], [0.38, 0.46, -0.42], [0.69, 1.02, -0.31], [-0.36, 0.19, 0.07], [-0.09, 0.76, 0.31], [-0.27, -0.06, -0.24], [0.51, 0.34, -0.43], [0.83, -1.77, 0.64], [0.93, 1.78, -0.53], [-1.41, 1.69, 2.10], [-1.57, -1.45, -1.99], [0.67, -0.36, 2.42], [0.04, -0.39, 0.60], [0.08, -0.73, -0.26], [-0.86, -0.62, -1.10], [0.14, -0.31, 0.56], [-0.09, 0.84, 0.14], [-0.13, -0.14, 0.41], [0.20, -0.33, -0.36], [0.01, 0.26, 0.32], [-0.42, -0.47, 0.95], [-0.07, 0.43, -0.44], [-0.29, -0.59, 2.02], [0.97, -0.02, 0.05], [-0.66, -1.22, 1.28], [-0.81, -0.72, 0.22], [-0.25, -0.07, -0.13], [0.50, 0.36, -0.30], [0.79, 0.95, -0.47], [1.36, -0.71, 0.33], [1.87, -0.91, -1.21], [0.01, -0.16, 0.17], [-0.96, -0.50, -0.91], [-0.23, -0.69, 0.08], [-0.57, 0.49, 0.84], [-0.08, 0.02, 0.38], [0.80, 0.83, -1.45], [0.21, 1.60, -1.19], [-0.12, -0.14, 0.07], [-0.68, -0.39, -0.70]],
  "smiles": "O=C(/C=C/c1ccco1)N1CCN(S(=O)(=O)c2ccccc2)CC1",
  "lumo_energy_ev": 0.15,
  "gap_ev": 8.470
}

=====

# 3
{
  "formula": "C17H19BN2O3",
  "method": "ωB97M-V/def2-TZVPD",
  "elements": ["B", "O", "H", "H", "O", "H", "C", "H", "C", "C", "H", "H", "C", "N", "C", "H", "C", "C", "H", "C", "C", "H", "H", "N", "H", "H", "C", "C", "O", "C", "H", "C", "C", "H", "C", "H", "H", "H", "C", "H", "C", "H"],
  "coordinates": [[-1.08276, -2.95049, -0.34699], [-0.41481, -2.96418, -1.58090], [-1.70333, 0.67569, 3.09930], [0.08965, -2.83313, 1.24310], [-2.45383, -2.41390, -0.19534], [1.55980, -3.79490, -3.85904], [-1.89425, 1.67407, 1.06056], [-2.17265, 2.07607, -1.18223], [2.07904, -4.83072, -2.04906], [-0.49665, 7.27945, 2.40163], [-3.42781, 3.52660, 2.76687], [-1.21107, 7.98713, 1.89708], [-2.08668, 5.32871, 2.63861], [-2.30027, -1.11359, 0.16123], [-1.63703, 3.13524, 1.47022], [0.10124, -2.14135, -1.70181], [-1.88424, 0.52823, 2.01080], [-2.13747, 1.32325, -0.36287], [2.86863, -5.91816, -0.37249], [-2.34243, -0.08140, -0.75386], [3.05558, -5.55723, -1.37746], [-2.52889, -0.35456, -1.82496], [0.51118, 7.49314, 1.94684], [-0.92457, 5.88347, 2.13177], [0.30220, 3.16146, 0.30513], [0.86162, 5.58224, 0.95154], [4.27221, -5.82125, -1.99514], [-0.38575, 3.75450, 0.95253], [-0.40703, -3.51900, 0.75295], [4.50948, -5.36392, -3.28604], [1.13195, -4.62738, -1.56932], [-2.09846, -0.81252, 1.50278], [-0.08724, 5.12228, 1.32279], [-0.46439, 7.54235, 3.48800], [2.31999, -4.36586, -3.33676], [5.03515, -6.38444, -1.47086], [3.72176, -4.27588, -4.96170], [-2.09808, -1.68578, 2.20273], [3.53487, -4.63465, -3.95624], [5.45558, -5.57582, -3.77015], [-2.48804, 3.94318, 2.34197], [-2.68221, 6.00305, 3.30478]],
  "atomic_forces_ev_per_a": [[2.48, -1.75, -0.35], [-1.62, 1.53, 1.49], [-0.21, -0.23, -1.05], [-0.01, -0.86, -0.09], [0.68, 0.23, -0.29], [0.01, -0.07, -0.02], [-0.66, -2.32, -0.97], [0.00, -0.65, 0.88], [0.12, -0.05, 0.03], [-0.06, 1.75, -0.16], [0.86, 0.56, -0.34], [0.55, -0.80, 0.51], [0.21, -1.32, -0.54], [0.30, 3.20, 1.39], [1.29, 1.70, 0.18], [-0.01, -0.79, -0.35], [-0.40, 0.23, -2.56], [0.09, -1.89, 1.82], [0.01, -0.01, -0.05], [0.25, 1.34, 0.30], [0.05, 0.03, -0.04], [0.19, 0.13, 1.25], [-1.07, -0.60, 0.55], [0.19, -2.28, -0.67], [-0.60, 0.79, 0.68], [-1.14, -0.26, 0.52], [-0.03, 0.02, 0.00], [-1.99, 1.03, 1.55], [-1.37, 1.91, -0.71], [-0.02, 0.02, 0.02], [0.09, -0.11, -0.03], [0.19, 1.00, 0.70], [-0.58, -1.76, -0.34], [-0.10, -0.64, -0.87], [0.04, 0.02, 0.07], [-0.04, 0.01, -0.04], [-0.01, -0.04, 0.05], [-0.06, 0.82, -0.89], [0.00, 0.03, 0.01], [-0.06, 0.01, 0.03], [1.91, 0.91, -0.87], [0.54, -0.82, -0.76]],
  "total_charge": 2,
  "lumo_energy_ev": -8.25,
  "gap_ev": 4.150
}

=====

# 4
{
  "formula": "C17H19BrN9NiO3S",
  "method": "ωB97M-V/def2-TZVPD",
  "elements": ["C", "N", "H", "C", "C", "C", "H", "C", "N", "H", "H", "H", "N", "H", "C", "N", "O", "H", "N", "H", "H", "H", "C", "C", "Ni", "H", "C", "O", "N", "N", "C", "H", "H", "H", "C", "H", "C", "N", "C", "C", "C", "H", "S", "O", "Br", "N", "H", "C", "H", "H", "C"],
  "coordinates": [[-1.41371, -2.56052, -2.18827], [4.02679, -0.49732, -1.59087], [1.38889, 1.56838, -1.61817], [-2.71871, -4.01522, -0.31507], [0.73519, 4.43178, -0.86357], [0.82199, 3.63558, 0.25623], [-2.51681, 1.16548, -1.28827], [3.37289, -1.60322, -1.33697], [-1.21111, -1.78092, 6.20843], [1.45669, -2.52862, -0.93017], [-2.20521, -3.86222, 5.16633], [-3.29911, -5.36052, -1.89587], [-1.84091, 1.20878, -0.53217], [-2.32961, 1.14098, 0.36073], [-2.03391, -2.84812, -0.01077], [-1.81341, -3.21762, 4.50423], [2.98419, 4.23758, -1.79047], [-1.94381, 3.12878, -2.40087], [-0.34311, -0.73352, 1.75953], [5.01909, 1.69848, -2.11047], [-0.87251, -1.96392, -2.91107], [3.95209, -2.51392, -1.27707], [-1.15961, 3.26588, -1.67137], [3.36289, 0.66008, -1.69257], [-0.39071, -0.40932, -0.22547], [-1.60361, -2.38952, 6.90373], [1.99889, -1.61552, -1.13457], [2.71179, 5.87558, 0.00613], [-1.38871, -2.13142, -0.92617], [-0.69391, -1.19902, 4.10113], [-2.09211, -3.70772, -2.57627], [-0.27341, 4.97258, -2.65657], [3.59719, 2.69988, -1.97657], [-0.78131, -0.92012, 6.50133], [-0.23611, 4.29168, -1.82327], [1.60579, 3.82148, 0.97253], [-1.04831, 2.38678, -0.59927], [1.31129, -0.46542, -1.20687], [-0.09261, 2.60548, 0.39733], [-0.55411, -1.06462, 2.85693], [-1.23261, -2.07242, 4.90343], [-2.09371, -4.00982, -3.61197], [2.25149, 5.39368, -1.26547], [1.81709, 6.33988, -2.25247], [-3.56611, -4.95822, 1.09373], [4.02309, 1.76588, -1.98307], [-1.81651, -3.50152, 3.54133], [1.94339, 0.64648, -1.50387], [-2.00741, -2.48502, 1.00733], [-0.04431, 1.93658, 1.25233], [-2.76351, -4.46242, -1.62657]],
  "atomic_forces_ev_per_a": [[0.04, -0.04, -0.45], [0.84, 0.15, -0.16], [-0.12, 0.01, 0.12], [0.00, 0.06, 0.17], [1.64, 0.95, -0.34], [-0.70, -0.32, 0.11], [0.02, -0.06, 0.08], [-0.72, 0.02, 0.14], [-0.05, -0.17, -0.21], [-0.03, 0.04, 0.06], [-0.02, -0.04, 0.08], [-0.01, -0.05, 0.00], [0.06, -1.61, 0.46], [-0.19, 0.16, -0.24], [-0.33, -0.40, 0.35], [0.08, 0.15, 0.10], [0.75, 0.16, -0.37], [-0.13, -0.09, -0.16], [-0.40, -0.25, -0.49], [0.02, -0.08, 0.04], [0.01, 0.01, -0.01], [-0.01, -0.12, -0.01], [-0.01, -0.30, 0.02], [-0.44, -0.23, -0.07], [-0.70, 0.17, 0.07], [0.00, -0.02, 0.02], [0.32, -0.67, 0.08], [0.50, 0.27, 0.10], [0.15, 0.37, 0.22], [0.45, 0.66, 0.40], [0.05, 0.11, 0.11], [0.07, 0.07, -0.17], [-0.11, 0.16, 0.10], [0.01, 0.01, -0.03], [-0.64, -0.36, 0.35], [0.09, -0.02, 0.12], [0.77, 1.19, -0.01], [-0.11, 0.22, -0.43], [-0.10, -0.33, -0.04], [0.01, 0.22, -0.17], [-0.43, -0.62, 0.34], [0.04, 0.03, -0.07], [-1.96, -0.98, 0.48], [0.35, 0.36, -0.26], [0.13, 0.15, -0.24], [0.07, -0.04, -0.05], [0.05, 0.08, -0.07], [0.58, 0.81, -0.26], [0.01, 0.02, -0.05], [-0.02, -0.01, 0.09], [0.10, 0.21, 0.15]],
  "multiplicity": 3,
  "total_charge": 1,
  "lumo_energy_ev": [-3.62, -4.55],
  "gap_ev": [6.773, 5.841],
  "s_squared": 2.006
}

=====

# 5
{
  "formula": "C17H19ClF5N6NiO4S2",
  "method": "ωB97M-V/def2-TZVPD",
  "elements": ["N", "H", "C", "H", "S", "H", "N", "F", "Ni", "F", "H", "C", "N", "H", "N", "N", "O", "C", "C", "O", "C", "H", "C", "S", "C", "H", "F", "C", "H", "C", "C", "C", "C", "N", "H", "C", "H", "F", "C", "H", "C", "F", "C", "H", "Cl", "H", "H", "H", "O", "H", "H", "H", "O", "C", "H"],
  "coordinates": [[-0.16242, 0.87674, 1.31796], [-1.11113, -0.43637, 2.63284], [-2.22237, 2.10501, 1.87432], [-2.72143, 2.97878, 1.45600], [3.00253, -0.96339, -1.12832], [1.14591, -3.12914, -1.53888], [-2.51486, -3.66833, -4.20248], [-1.92094, 2.09659, -2.64753], [0.97396, -0.60901, -0.08777], [0.41465, 1.36055, -1.49200], [-2.06153, 0.38458, 0.58429], [-0.53602, -3.48910, -2.82729], [6.41397, -0.54099, 2.71735], [-1.58273, 3.29743, 3.45215], [-1.17918, 2.60109, 2.83474], [-0.09565, -1.50087, -1.58285], [-1.18593, -2.98152, 2.75859], [-0.04187, 3.21397, 2.06042], [-1.22930, -0.98461, -2.07151], [0.37308, -2.36782, 1.10920], [6.01461, -1.25125, -0.62565], [-2.95914, -1.17897, -3.29650], [-0.32599, 0.31186, 2.66449], [2.81192, -0.40428, 1.69779], [-1.72173, -2.95614, -3.32499], [0.59712, -0.17831, 2.96770], [-0.38438, 1.61605, -4.10379], [-2.05924, -1.65984, -2.93719], [-1.47179, 1.16884, 4.34113], [5.86198, -0.71468, 1.71868], [3.82264, -0.77358, 0.36896], [0.71733, 2.05943, 1.40694], [-0.70807, 2.51154, -3.16176], [6.70357, -1.53493, -1.50671], [0.56516, 3.77120, 2.77381], [5.19694, -0.91171, 0.48230], [-0.48465, 3.89442, 1.33361], [-0.25509, 3.50015, -1.15622], [0.42636, 2.69541, -2.14380], [-3.47656, -3.37699, -4.25305], [-1.48488, 1.27596, 0.81064], [-0.97939, 3.67557, -3.78836], [0.22850, -2.74064, -1.96273], [1.04178, 2.35250, 0.41720], [-1.01340, -2.81434, 1.34851], [0.18525, 1.80588, 4.20997], [-0.21626, -4.48902, -3.08784], [1.59653, 1.77738, 1.97949], [-1.23506, -4.03892, 0.65120], [-1.46723, 0.01838, -1.75745], [-2.93065, 1.52367, 2.46535], [-2.40552, -4.66793, -4.18351], [-1.93355, -1.80725, 0.87187], [-0.67520, 1.44134, 3.64909], [-1.34066, 1.85564, -0.08842]],
  "atomic_forces_ev_per_a": [[-0.09, -0.20, -0.20], [-0.04, -0.03, 0.02], [0.01, 0.13, 0.11], [-0.01, -0.05, -0.04], [-0.02, -0.15, -0.32], [-0.02, -0.04, -0.02], [-0.06, 0.01, -0.02], [0.05, -0.01, 0.00], [0.77, -0.18, 0.77], [-0.16, 0.48, -0.13], [0.02, -0.07, -0.01], [0.08, -0.03, 0.05], [0.00, -0.03, -0.03], [-0.04, 0.03, 0.01], [0.00, -0.06, -0.04], [-0.58, 0.17, -0.11], [-0.04, -0.01, 0.33], [-0.12, 0.06, 0.13], [0.06, -0.13, -0.08], [-0.39, 0.21, -0.01], [0.11, -0.09, -0.24], [-0.02, -0.01, -0.03], [0.09, 0.00, 0.04], [-0.36, 0.08, 0.00], [-0.03, 0.02, -0.01], [-0.02, -0.04, -0.02], [-0.03, -0.07, 0.04], [0.06, 0.05, 0.08], [0.06, -0.06, 0.02], [0.05, 0.10, 0.28], [0.30, -0.02, -0.07], [0.02, 0.04, -0.02], [0.18, 0.12, 0.08], [-0.02, 0.02, 0.03], [0.04, 0.01, -0.07], [-0.16, 0.01, 0.01], [0.05, -0.01, -0.05], [-0.02, -0.11, 0.22], [-0.18, -0.14, -0.22], [-0.01, 0.01, -0.02], [-0.09, -0.06, 0.09], [0.05, -0.07, 0.10], [0.15, 0.09, 0.07], [0.05, 0.02, -0.10], [0.35, -0.25, -0.12], [0.00, -0.05, -0.01], [-0.02, -0.01, -0.02], [0.02, 0.00, 0.00], [0.01, -0.18, -0.08], [-0.03, 0.02, -0.03], [-0.02, -0.02, -0.07], [0.03, -0.03, 0.01], [-0.06, 0.32, -0.10], [-0.04, 0.11, 0.05], [0.02, 0.12, -0.20]],
  "multiplicity": 3,
  "total_charge": -1,
  "lumo_energy_ev": [0.98, 0.97],
  "gap_ev": [5.661, 5.624],
  "s_squared": 2.007
}

=====

| no. | electronic energy (hartree) |
| --- | --- |
| 1 | -1068.48512 |
| 2 | -1467.19015 |
| 3 | -1018.67421 |
| 4 | -5858.07117 |
| 5 | -4552.68973 |